# 1
10
Properties=species:S:1:pos:R:3 method="wB97M-V/def2-TZVPD" de_lowest_kcal_mol=58.9 homo_lumo_gap_ev=9.19 total_charge=0 smiles="Nc1noc(=O)[nH]1"
N 0.949 -1.510 -0.405
C 0.406 -0.304 -0.042
N 1.205 0.726 0.036
O 0.467 1.782 0.533
C -0.998 1.584 0.388
O -1.892 2.209 0.876
N -0.905 -0.029 0.207
H 0.414 -2.270 -0.787
H 1.923 -1.452 -0.677
H -1.568 -0.737 -0.130



# 2
10
Properties=species:S:1:pos:R:3 method="wB97M-V/def2-TZVPD" de_lowest_kcal_mol=100.0 homo_lumo_gap_ev=10.82 total_charge=0 smiles="Cn1onnc1=O"
C 1.276 -0.679 0.010
N -0.157 -0.127 -0.012
O -1.294 -1.025 -0.049
N -2.332 -0.186 0.028
N -2.060 1.014 0.002
C -0.510 1.159 -0.045
O 0.271 2.079 0.001
H 1.870 0.278 0.046
H 1.394 -1.345 0.899
H 1.541 -1.168 -0.882



# 3
10
Properties=species:S:1:pos:R:3 method="wB97M-V/def2-TZVPD" de_lowest_kcal_mol=121.8 homo_lumo_gap_ev="6.54 / 7.91" total_charge=0 multiplicity=3
C 2.276 -0.189 -0.368
C -1.398 -0.514 0.177
N -0.520 -1.232 -0.075
N 1.500 0.611 -0.042
N -1.873 0.728 0.050
O 1.121 1.749 0.156
O 0.228 -2.189 -0.036
H 2.773 -1.098 -0.696
H -1.252 1.373 0.575
H -2.855 0.761 0.260



# 4
11
Properties=species:S:1:pos:R:3 method="wB97M-V/def2-TZVPD" de_lowest_kcal_mol=105.4 homo_lumo_gap_ev=8.72 total_charge=0 smiles="[H]/N=c1/[nH]n(O)c(=S)o1"
H 2.404 -2.120 -0.201
N 2.283 -1.057 -0.314
C 1.134 -0.556 0.072
N 0.697 0.724 0.330
N -0.611 0.746 -0.499
O -1.391 1.907 -0.150
C -1.112 -0.515 -0.302
S -2.623 -1.261 -0.018
O -0.081 -1.368 0.097
H 1.365 1.748 0.390
H -2.066 1.752 0.595



What did the fourth record say?
11
Properties=species:S:1:pos:R:3 method="wB97M-V/def2-TZVPD" de_lowest_kcal_mol=105.4 homo_lumo_gap_ev=8.72 total_charge=0 smiles="[H]/N=c1/[nH]n(O)c(=S)o1"
H 2.404 -2.120 -0.201
N 2.283 -1.057 -0.314
C 1.134 -0.556 0.072
N 0.697 0.724 0.330
N -0.611 0.746 -0.499
O -1.391 1.907 -0.150
C -1.112 -0.515 -0.302
S -2.623 -1.261 -0.018
O -0.081 -1.368 0.097
H 1.365 1.748 0.390
H -2.066 1.752 0.595